ORCA calculation (ωB97M-V with the def2-TZVPD basis set) on C16H29Cl2N2PRuS as an isolated structure in a non-equilibrium geometry.

Each line ends with the Mulliken spin population.
Element x y z (Å)
Ru  -0.695  0.399  0.597  3.222
Cl  0.074  -1.115  2.190  0.155
Cl  -0.915  1.833  -1.228  0.137
H  0.835  0.485  0.213  0.327
H  -1.083  -0.741  -0.458  0.106
P  2.455  -2.273  -2.220  -0.004
C  1.330  -3.581  -1.526  -0.006
C  1.902  -1.266  -3.605  0.004
C  3.441  -1.518  -0.860  -0.023
C  -0.189  -3.390  -1.263  0.030
H  1.729  -3.850  -0.524  0.001
C  1.651  -4.674  -2.565  0.001
H  1.164  -4.470  -3.526  0.000
H  1.395  -5.675  -2.207  0.000
H  2.731  -4.633  -2.738  -0.002
H  -0.390  -2.806  -0.347  -0.017
H  -0.655  -4.374  -1.081  -0.001
H  -0.734  -2.938  -2.105  -0.004
H  3.014  -1.852  0.103  0.003
C  3.657  0.008  -0.712  0.029
C  4.716  -2.338  -1.221  0.000
H  4.497  -3.401  -1.060  0.000
H  5.582  -2.047  -0.621  0.000
H  4.939  -2.220  -2.292  0.000
H  2.750  0.621  -0.868  -0.013
H  4.459  0.375  -1.370  0.003
H  3.979  0.229  0.321  -0.001
C  0.383  -1.227  -3.899  -0.002
H  2.406  -1.785  -4.456  0.000
C  2.379  0.205  -3.582  0.001
H  -0.063  -2.226  -3.864  0.002
H  0.231  -0.827  -4.919  0.000
H  -0.142  -0.544  -3.204  0.007
H  1.700  0.818  -2.960  0.005
H  2.335  0.610  -4.607  0.000
H  3.410  0.285  -3.223  0.001
N  0.121  3.464  1.368  0.040
C  -0.862  3.013  2.184  -0.013
N  -1.287  1.774  1.944  0.048
C  -2.472  1.453  2.539  0.083
C  -2.983  0.200  2.275  0.045
C  -4.098  -0.173  2.953  0.001
C  -4.747  0.708  3.793  0.003
C  -4.265  2.058  3.992  0.000
C  -3.062  2.434  3.337  0.021
S  -2.004  3.903  3.216  0.020
H  0.717  4.277  1.570  0.001
H  0.238  2.930  0.472  -0.017
H  -2.395  -0.394  1.549  -0.190
H  -4.439  -1.197  2.790  0.000
H  -5.644  0.393  4.325  0.001
H  -4.811  2.736  4.648  0.000

The net charge is 0. As for the LUMO energy (spin up / spin down): -0.0173 / -0.0769 Ha. The calculation puts the relative energy (zero: lowest compared OMol25 entry of this formula, charge and spin) at 92.2 kcal/mol. Its strongest force on any atom is 0.0500 Eh/bohr. As for the spin multiplicity: 5.


ORCA calculation (ωB97M-V with the def2-TZVPD basis set) on a 2-piece molecular cluster, C16H29F4O6 overall in a non-equilibrium geometry.

Each line ends with the Löwdin charge.
Element x y z (Å)
C  -0.005  -1.490  -0.117  -0.103
C  0.850  -0.501  0.669  -0.228
C  1.826  0.282  -0.224  -0.269
O  2.199  -0.449  -1.356  -0.155
C  3.639  -0.556  -1.637  -0.205
C  4.104  -1.883  -2.131  -0.216
C  3.819  -3.006  -1.125  -0.182
C  4.237  -2.622  0.273  -0.169
O  4.416  -3.818  1.100  -0.038
C  4.042  -3.631  2.365  -0.393
O  4.764  -3.723  3.314  0.079
C  3.510  -2.215  -3.427  -0.460
F  3.598  -1.172  -4.331  0.049
F  2.121  -2.550  -3.435  0.001
C  4.118  -3.450  -4.114  -0.315
F  5.475  -3.414  -4.166  0.056
F  3.691  -3.531  -5.416  0.038
H  0.575  -2.327  -0.505  0.063
H  -0.503  -0.993  -0.951  0.058
H  -0.779  -1.910  0.535  0.067
H  1.385  -1.013  1.474  0.086
H  0.183  0.222  1.150  0.095
H  1.329  1.218  -0.531  0.103
H  2.709  0.578  0.357  0.108
H  4.175  -0.303  -0.715  0.088
H  3.885  0.212  -2.377  0.107
H  2.769  -3.344  -1.103  0.108
H  4.420  -3.892  -1.371  0.109
H  5.195  -2.099  0.243  0.132
H  3.489  -1.987  0.759  0.102
H  2.968  -3.408  2.478  0.140
H  3.810  -4.370  -3.614  0.151
C  -4.811  1.890  4.241  -0.117
O  -4.715  1.865  2.838  -0.193
C  -5.842  2.435  2.200  -0.211
C  -5.497  2.910  0.808  -0.188
O  -4.792  4.139  0.773  -0.129
C  -3.410  4.104  1.096  -0.184
C  -2.533  3.528  0.009  -0.213
O  -2.595  2.117  0.008  -0.197
C  -2.172  1.563  -1.222  -0.100
H  -5.668  1.305  4.596  0.086
H  -3.898  1.453  4.639  0.088
H  -4.905  2.918  4.614  0.087
H  -6.222  3.282  2.784  0.126
H  -6.635  1.676  2.128  0.127
H  -6.439  3.112  0.293  0.126
H  -4.968  2.131  0.255  0.124
H  -3.235  3.586  2.042  0.122
H  -3.128  5.151  1.226  0.125
H  -1.495  3.845  0.186  0.129
H  -2.856  3.926  -0.962  0.128
H  -2.804  1.916  -2.046  0.089
H  -2.267  0.483  -1.145  0.079
H  -1.126  1.810  -1.431  0.089

The net charge is -1. As for the LUMO energy: 0.0848 Ha. Its strongest force on any atom is 0.0235 Eh/bohr. As for the spin multiplicity: 1.


ORCA calculation (ωB97M-V with the def2-TZVPD basis set) on a 2-piece molecular cluster, C16H29F8O3PSSi overall.

Each line ends with the Löwdin charge.
Element x y z (Å)
C  -4.642  -1.303  0.837  -0.175
C  -3.468  -2.151  1.380  -0.365
Si  -1.731  -1.423  1.233  0.540
C  -0.740  -2.296  -0.151  -0.263
C  0.708  -2.623  0.192  -0.262
O  1.311  -1.642  1.049  -0.161
C  2.694  -1.832  1.138  -0.121
C  3.288  -1.602  2.518  -0.396
F  3.330  -0.292  2.856  0.132
F  4.589  -2.007  2.403  0.106
C  2.683  -2.429  3.699  -0.329
F  3.700  -2.792  4.512  0.143
F  2.153  -3.569  3.206  0.149
C  1.665  -1.684  4.611  -0.378
F  0.916  -0.808  3.922  0.128
F  2.371  -0.984  5.531  0.140
C  0.713  -2.592  5.411  -0.299
F  -0.091  -3.299  4.593  0.091
F  1.420  -3.432  6.189  0.110
P  -1.761  0.800  1.031  0.794
C  -0.113  1.447  1.578  -0.328
C  -1.785  1.184  -0.783  -0.496
C  -3.204  1.357  -1.336  -0.172
H  -5.450  -1.279  1.573  0.064
H  -5.079  -1.743  -0.062  0.065
H  -4.373  -0.266  0.643  0.009
H  -3.496  -3.161  0.962  0.061
H  -3.625  -2.284  2.455  0.055
H  -1.031  -1.751  2.490  -0.019
H  -1.256  -3.250  -0.299  0.071
H  -0.792  -1.717  -1.075  0.061
H  1.283  -2.695  -0.740  0.122
H  0.783  -3.591  0.704  0.122
H  3.244  -1.155  0.471  0.152
H  2.992  -2.849  0.859  0.140
H  0.084  -1.948  6.035  0.176
H  -0.280  2.261  2.283  0.021
H  0.437  1.800  0.704  0.031
H  0.501  0.697  2.072  -0.009
H  -1.219  0.445  -1.353  0.048
H  -1.274  2.144  -0.888  0.033
H  -3.810  1.891  -0.599  0.057
H  -3.189  1.941  -2.258  0.061
H  -3.699  0.398  -1.506  0.057
C  0.749  4.336  -5.333  -0.219
C  2.142  3.746  -5.069  -0.212
C  2.074  2.993  -3.734  -0.216
S  0.369  2.449  -3.556  0.667
O  -0.216  3.127  -2.425  -0.327
O  0.300  1.015  -3.673  -0.321
C  -0.242  3.211  -5.055  -0.227
H  0.652  4.706  -6.352  0.115
H  0.565  5.170  -4.653  0.120
H  2.402  3.053  -5.871  0.117
H  2.909  4.518  -5.042  0.114
H  2.719  2.119  -3.711  0.102
H  2.299  3.641  -2.889  0.105
H  -1.262  3.549  -4.891  0.109
H  -0.219  2.453  -5.838  0.109

The net charge is 0. As for the LUMO energy: 0.0173 Ha. Its strongest force on any atom is 0.0179 Eh/bohr. As for the spin multiplicity: 1.


ORCA calculation (ωB97M-V with the def2-TZVPD basis set) on a 2-piece molecular cluster, C16H29I2N4O2S overall in a non-equilibrium geometry.

Each line ends with the Löwdin charge.
Element x y z (Å)
C  -0.316  0.336  4.125  -0.073
C  0.422  1.192  3.032  -0.198
C  -0.655  1.784  2.119  -0.203
O  -0.179  2.504  0.973  -0.100
C  0.750  1.808  0.190  -0.127
N  0.394  0.417  -0.101  0.104
C  1.360  -0.605  -0.017  -0.143
C  2.819  -0.491  0.338  -0.117
C  3.613  0.291  -0.760  -0.270
C  3.174  0.045  -2.211  -0.640
I  3.487  -1.978  -2.878  0.827
C  0.664  -1.710  -0.360  -0.203
N  1.299  -2.982  -0.418  0.088
C  1.570  -3.488  0.666  -0.745
S  2.162  -3.812  2.070  0.851
N  -0.674  -1.414  -0.649  0.087
C  -1.634  -2.451  -1.074  -0.640
I  -3.679  -1.877  -1.302  0.983
C  -1.589  -3.695  -0.113  -0.296
C  -0.989  -4.948  -0.789  -0.100
C  -0.762  -0.086  -0.496  -0.297
N  -1.904  0.674  -0.726  0.015
C  -1.779  1.375  -2.058  -0.211
C  -1.978  2.902  -1.933  -0.077
H  -1.400  0.391  3.939  0.071
H  -0.156  0.759  5.118  0.078
H  -0.061  -0.724  4.062  0.071
H  1.112  0.503  2.533  0.080
H  1.016  1.940  3.565  0.119
H  -1.380  0.992  1.876  0.112
H  -1.207  2.518  2.717  0.143
H  0.795  2.332  -0.777  0.145
H  1.755  1.893  0.614  0.135
H  3.244  -1.463  0.577  0.093
H  2.865  0.124  1.250  0.112
H  4.653  -0.048  -0.693  0.108
H  3.553  1.376  -0.600  0.107
H  2.159  0.395  -2.431  0.039
H  3.829  0.649  -2.847  0.044
H  -1.292  -2.823  -2.044  0.093
H  -1.042  -3.442  0.803  0.095
H  -2.605  -3.936  0.208  0.059
H  -0.527  -5.573  -0.013  0.079
H  -1.761  -5.559  -1.265  0.084
H  -0.183  -4.710  -1.490  0.065
H  -2.002  1.421  -0.047  0.096
H  -0.794  1.155  -2.496  0.114
H  -2.519  0.980  -2.764  0.094
H  -1.023  3.411  -1.765  0.066
H  -2.620  3.153  -1.084  0.074
H  -2.430  3.263  -2.859  0.089
O  -2.511  5.722  -0.966  -0.054
H  -3.212  6.073  -0.405  0.047
H  -1.836  5.436  -0.342  0.031

The net charge is +1. As for the LUMO energy: -0.1066 Ha. Its strongest force on any atom is 0.0448 Eh/bohr. As for the spin multiplicity: 1.